Entry from OMol25: C17H39BF4I2NO4PS4Ti as an isolated structure (ωB97M-V with the def2-TZVPD basis set).

Calculated values
**Gap between HOMO and LUMO**: 0.193 Eh
**DFT total energy**: -4830.6418 a.u.
**LUMO**: 3.869 eV
**Net charge**: -2

Atoms and positions in Å:
C 0.491 2.461 -1.091
H 4.108 1.956 1.736
C -0.939 3.006 -1.273
C 0.697 1.442 -2.236
Ti -1.329 -1.345 0.203
F -4.889 -0.255 -0.997
H 2.976 -3.203 0.666
O 0.470 -4.266 -1.470
O 1.782 -2.206 -1.426
F -3.503 -0.226 0.869
O -1.648 -4.762 0.746
O 0.086 -2.583 0.293
H -1.892 -6.781 1.169
C 2.226 -3.953 0.425
H -2.218 0.085 -3.696
H 0.267 1.849 -3.156
H -0.501 -6.371 0.147
H -0.111 0.882 3.266
C -2.630 -4.614 -0.121
C 3.025 0.614 -0.251
C -1.104 -6.051 0.997
H -2.089 1.463 1.622
H 3.252 -0.494 2.044
H 2.694 2.618 2.545
C 1.493 3.609 -1.218
H 1.268 4.192 1.934
C 2.282 1.123 0.992
H 1.697 -4.266 1.324
H 1.745 1.221 -2.425
C 0.065 -1.692 -4.074
H 0.202 -0.622 -4.245
H 3.102 3.152 0.916
H -0.520 2.407 4.019
C -0.235 2.588 1.890
H -0.165 -2.199 -5.012
H -1.134 3.874 -0.646
P 0.498 1.509 0.532
H 1.403 4.331 -0.408
H 2.665 -4.807 -0.086
H 1.295 4.137 -2.157
S 1.066 -3.221 -0.685
C 0.187 4.059 1.888
H 3.990 0.210 0.072
F -2.621 0.172 -1.133
H -0.243 4.529 2.778
S -1.270 -1.975 -2.896
N -0.371 0.208 0.355
H -1.066 3.316 -2.315
C -2.522 -0.962 -3.684
B -3.833 0.380 -0.368
C -1.771 2.489 1.787
S -3.149 -2.970 -0.304
H -3.437 -1.062 -3.105
C 0.109 1.950 3.254
H 3.231 1.406 -0.969
H -2.194 3.100 0.993
I -1.018 -1.162 6.287
H 0.193 0.500 -2.013
H -2.206 2.814 2.736
H -1.688 2.244 -1.055
H -0.188 4.599 1.020
H 1.937 0.212 2.982
I -1.429 -1.718 2.862
H 2.480 -0.185 -0.748
C 3.077 2.290 1.583
S -3.361 -5.885 -0.904
H 2.523 3.261 -1.248
H -2.684 -1.325 -4.701
F -4.065 1.743 -0.231
H 1.144 2.098 3.552
H -0.491 -5.930 1.887
H 1.565 -0.838 1.628
C 2.246 -0.064 1.979
H 0.972 -2.102 -3.635

Force components x, y, z for each atom (eV/Å):
C -0.30 -0.28 -0.25
H -0.01 -0.01 -0.01
C 0.03 0.02 0.06
C 0.03 0.03 0.07
Ti -0.12 1.90 1.50
F 0.11 0.10 0.05
H -0.03 -0.04 0.05
O -0.13 -0.08 0.16
O 0.02 0.03 -0.02
F -0.01 0.01 -0.11
O 0.29 -0.05 0.29
O 0.86 -0.81 -1.10
H -0.05 0.00 0.02
C -0.02 -0.09 0.27
H -0.05 0.00 -0.01
H 0.04 0.04 0.02
H -0.01 0.01 -0.04
H -0.07 0.01 0.05
C -0.25 0.15 -0.26
C -0.01 0.04 -0.02
C 0.01 -0.01 -0.01
H 0.00 0.01 0.09
H 0.00 0.06 0.00
H 0.01 0.00 0.03
C -0.02 -0.01 -0.01
H 0.00 0.02 0.03
C -0.07 -0.42 0.01
H 0.03 -0.04 -0.05
H 0.03 0.01 0.00
C 0.01 0.10 0.11
H 0.03 -0.04 -0.03
H 0.05 0.00 -0.01
H 0.01 0.01 -0.01
C -0.30 -0.33 0.18
H 0.03 0.04 -0.02
H 0.00 0.01 0.00
P 0.02 0.51 0.22
H -0.01 0.04 -0.01
H 0.06 0.04 0.01
H 0.01 -0.02 0.00
S 0.12 0.27 -0.02
C 0.02 -0.04 0.03
H -0.02 0.00 0.01
F -0.01 -0.35 -0.12
H 0.00 -0.01 -0.01
S 0.10 -0.23 -0.03
N -0.10 -0.83 -0.35
H 0.04 0.02 0.01
C -0.04 0.00 -0.05
B -0.19 0.04 0.02
C 0.03 0.07 -0.07
S -0.30 -0.14 -0.28
H -0.01 0.00 -0.01
C 0.02 0.01 -0.11
H 0.02 0.01 0.00
H 0.01 0.00 0.02
I 0.13 0.10 0.56
H -0.05 0.02 -0.04
H 0.04 0.05 -0.02
H 0.03 0.04 -0.07
H -0.02 0.01 0.01
H -0.02 0.00 0.02
I -0.16 0.03 -0.59
H 0.00 -0.06 -0.01
C -0.03 0.01 -0.05
S 0.03 0.02 -0.01
H 0.02 0.00 -0.02
H -0.03 0.03 0.02
F 0.04 -0.10 -0.04
H 0.01 0.01 0.02
H 0.03 0.03 0.00
H -0.03 -0.05 0.00
C 0.11 0.06 -0.04
H -0.03 -0.01 -0.04